Record 1
{
  "formula": "C26H17ClIrN7O6SSeTe",
  "method": "wB97M-V/def2-TZVPD",
  "species": ["Ir", "O", "C", "C", "C", "C", "C", "C", "C", "N", "N", "C", "O", "C", "C", "C", "C", "C", "C", "H", "H", "H", "H", "H", "H", "H", "H", "H", "H", "Te", "C", "C", "C", "C", "S", "H", "H", "H", "Se", "N", "C", "C", "C", "C", "C", "C", "N", "H", "H", "H", "H", "N", "C", "N", "C", "N", "O", "Cl", "O", "O", "O"],
  "coordinates": [[1.114, -0.723, -0.118], [1.927, -0.069, -2.009], [2.018, 1.222, -2.123], [2.285, 1.850, -3.353], [2.200, 3.222, -3.453], [1.874, 3.998, -2.347], [1.691, 3.408, -1.106], [1.794, 2.034, -0.977], [1.763, 1.269, 0.295], [0.957, 1.696, 1.328], [1.053, 1.220, 2.568], [1.392, -0.029, 2.791], [1.788, -0.873, 1.926], [1.211, -0.445, 4.195], [0.695, 0.470, 5.108], [0.442, 0.082, 6.406], [0.691, -1.223, 6.803], [1.195, -2.138, 5.894], [1.452, -1.756, 4.590], [2.503, 1.237, -4.213], [2.362, 3.696, -4.410], [1.781, 5.068, -2.446], [1.468, 4.014, -0.239], [2.784, 1.061, 0.660], [0.474, 1.461, 4.749], [0.023, 0.796, 7.099], [0.474, -1.534, 7.815], [1.373, -3.161, 6.192], [1.812, -2.471, 3.865], [-1.641, 0.101, -0.164], [-2.036, 0.926, -2.068], [-1.406, 1.925, -2.753], [-2.126, 2.384, -3.871], [-3.303, 1.727, -4.037], [-3.544, 0.530, -2.827], [-0.452, 2.314, -2.453], [-1.780, 3.176, -4.509], [-4.052, 1.892, -4.785], [0.334, -3.965, 0.743], [0.506, -2.643, -0.557], [0.031, -3.130, -1.716], [-0.053, -2.418, -2.913], [-0.486, -3.073, -4.066], [-0.853, -4.406, -4.022], [-0.806, -5.129, -2.825], [-0.379, -4.505, -1.659], [-0.298, -5.102, -0.454], [0.242, -1.378, -2.938], [-0.531, -2.523, -4.997], [-1.189, -4.900, -4.924], [-1.084, -6.171, -2.787], [-2.759, 5.228, 0.317], [-2.411, 4.128, 0.289], [-2.176, 2.868, 0.149], [-1.153, 2.165, 0.487], [-0.080, 2.503, 1.097], [-1.650, 0.227, 2.551], [-1.836, -1.189, 2.578], [-3.086, -1.503, 1.992], [-1.731, -1.686, 3.886], [-0.810, -1.761, 1.747]],
  "atomic_forces_ev_per_a": [[-0.107, 3.477, -0.902], [-0.936, -2.091, 0.665], [-0.249, 1.505, 0.435], [-0.099, -0.401, 0.284], [-0.052, 0.191, 0.124], [0.025, 0.250, -0.037], [0.198, -0.018, -0.111], [0.110, -0.190, -0.515], [0.821, -1.419, -1.081], [-0.667, -0.435, 0.311], [-0.297, 0.399, 0.657], [0.114, 0.990, -0.252], [-0.340, -1.388, -0.567], [0.111, -0.113, 0.253], [0.074, -0.129, -0.039], [-0.045, 0.041, 0.067], [-0.009, -0.051, 0.068], [0.033, -0.126, 0.026], [0.027, 0.221, -0.144], [-0.004, -0.123, -0.127], [0.028, 0.057, -0.105], [-0.023, 0.124, -0.025], [-0.033, 0.048, 0.036], [-0.258, 0.148, 0.063], [-0.049, 0.118, 0.098], [-0.036, 0.039, 0.124], [-0.010, -0.013, 0.085], [-0.001, -0.083, 0.069], [0.066, -0.015, -0.073], [2.657, 0.623, -1.311], [-0.161, -0.408, -0.184], [0.231, -0.345, 0.323], [-0.085, -0.055, -0.100], [-0.174, -0.341, 0.256], [0.361, 0.381, -0.058], [0.231, 0.228, 0.111], [0.025, 0.154, -0.152], [-0.161, 0.007, -0.210], [-0.182, 0.556, -2.411], [-0.409, -1.466, 0.713], [0.449, -0.496, 1.359], [-0.275, 0.175, -1.896], [0.723, 1.854, 1.358], [-0.312, -2.148, 1.325], [-0.508, 0.063, -2.150], [0.342, 0.257, 1.595], [0.282, 0.193, -0.225], [0.094, 0.053, 0.021], [-0.027, 0.022, 0.035], [0.016, -0.056, 0.025], [-0.087, -0.084, -0.033], [-0.130, 0.817, 0.127], [0.186, 0.632, 0.075], [-0.514, -1.379, -0.293], [-0.363, -0.360, -0.155], [0.387, 0.905, 0.684], [0.095, 1.147, 0.209], [-0.555, -0.232, 0.677], [-1.348, -0.486, -0.246], [0.066, -0.535, 1.337], [0.751, -0.688, -0.189]],
  "energy_ha": -5467.4980,
  "spin_multiplicity": 2,
  "homo_lumo_gap_ev": [5.350, 5.806],
  "total_charge": -1,
  "homo_ev": [-4.84, -5.30],
  "max_force_ev_per_a": 3.59
}

=====

Record 2
{
  "formula": "C18H36KO18",
  "method": "wB97M-V/def2-TZVPD",
  "species": ["K", "C", "O", "C", "O", "O", "C", "H", "H", "H", "H", "H", "H", "C", "O", "C", "O", "O", "C", "H", "H", "H", "H", "H", "H", "C", "O", "C", "O", "O", "C", "H", "H", "H", "H", "H", "H", "C", "O", "C", "O", "O", "C", "H", "H", "H", "H", "H", "H", "C", "O", "C", "O", "O", "C", "H", "H", "H", "H", "H", "H", "C", "O", "C", "O", "O", "C", "H", "H", "H", "H", "H", "H"],
  "coordinates": [[0.136, 0.175, -0.191], [3.616, -2.773, -1.418], [4.302, -1.558, -1.563], [3.725, -0.373, -1.277], [2.652, -0.249, -0.672], [4.511, 0.599, -1.758], [4.058, 1.924, -1.644], [2.632, -2.668, -1.876], [3.488, -2.999, -0.359], [4.153, -3.539, -1.977], [3.333, 2.167, -2.422], [4.910, 2.604, -1.646], [3.470, 2.235, -0.780], [-3.310, -1.978, -0.073], [-3.593, -1.680, 1.259], [-2.748, -1.168, 2.135], [-1.658, -0.694, 1.799], [-3.387, -1.269, 3.340], [-2.724, -0.770, 4.516], [-4.021, -2.753, -0.360], [-2.302, -2.212, -0.416], [-3.581, -1.078, -0.624], [-3.430, -0.790, 5.345], [-2.379, 0.259, 4.407], [-1.789, -1.322, 4.609], [0.829, -2.551, 4.890], [0.647, -1.972, 3.586], [0.883, -2.689, 2.484], [0.748, -2.205, 1.354], [1.286, -3.956, 2.778], [1.545, -4.821, 1.759], [1.887, -2.794, 4.981], [0.391, -3.536, 5.053], [0.442, -1.921, 5.691], [1.544, -5.869, 2.058], [2.521, -4.639, 1.311], [0.758, -4.739, 1.009], [-2.291, -3.218, -4.131], [-2.368, -1.854, -4.258], [-1.663, -0.961, -3.577], [-0.886, -1.180, -2.657], [-2.142, 0.302, -3.770], [-3.116, 0.683, -4.741], [-3.116, -3.495, -3.475], [-1.366, -3.478, -3.617], [-2.316, -3.656, -5.129], [-3.301, 1.670, -4.319], [-4.070, 0.164, -4.834], [-2.647, 0.826, -5.715], [-0.477, 3.765, -0.906], [-0.324, 3.707, -2.382], [0.067, 2.572, -3.080], [0.479, 1.501, -2.620], [0.032, 2.866, -4.347], [0.851, 2.191, -5.312], [-1.524, 3.707, -0.606], [-0.060, 4.671, -0.467], [0.051, 2.867, -0.586], [1.629, 1.632, -4.793], [1.263, 2.946, -5.981], [0.215, 1.559, -5.932], [-0.821, 2.778, 5.134], [-0.351, 1.979, 3.999], [0.240, 2.682, 2.948], [0.633, 2.083, 1.949], [0.459, 4.021, 3.176], [1.368, 4.687, 2.295], [-1.704, 2.242, 5.481], [-0.995, 3.836, 4.938], [-0.054, 2.793, 5.909], [0.817, 4.810, 1.363], [2.328, 4.176, 2.228], [1.616, 5.726, 2.510]],
  "atomic_forces_ev_per_a": [[-0.011, -0.368, 0.204], [-1.216, -0.015, 0.140], [0.901, 1.949, -0.382], [-1.372, -1.010, 0.685], [2.192, 0.053, -1.311], [-0.443, -0.975, 0.738], [-0.892, 1.704, 0.037], [-0.174, -0.123, 0.120], [0.071, -0.253, -0.089], [0.224, 0.196, 0.331], [0.417, -0.133, -0.595], [0.077, -0.364, -0.419], [0.243, -0.988, 0.728], [-0.426, 0.972, -1.531], [-0.565, -0.923, 1.388], [0.905, 0.631, -0.676], [-1.956, -0.609, 1.620], [1.000, 0.631, -0.955], [0.854, 0.440, -0.691], [0.250, -0.079, 0.066], [0.255, -0.254, 0.899], [-0.057, 0.030, -0.393], [0.207, -0.545, -0.195], [-0.304, 0.175, -0.402], [-0.272, -0.310, 0.644], [0.908, -1.221, 0.139], [-0.521, -0.255, -0.071], [-0.056, 0.515, -1.548], [0.498, -1.456, 2.409], [-0.692, 2.128, 1.981], [0.133, -1.367, -2.529], [0.128, 0.568, 0.440], [-0.627, 0.071, -0.633], [0.255, 0.486, -0.584], [-0.072, 0.263, 0.723], [-0.024, 0.190, -0.138], [0.191, 0.078, -0.314], [0.829, -1.346, 1.106], [-0.095, 2.953, -1.370], [-1.126, 0.372, 2.214], [-0.572, -0.047, -1.592], [1.083, -1.822, 0.251], [0.249, 1.470, 0.040], [-0.114, -0.536, -0.351], [0.089, -0.250, -0.107], [-0.227, -0.089, 0.258], [-0.552, 0.177, -0.607], [0.431, -0.616, 0.415], [-0.054, -0.275, -0.034], [0.403, -1.774, -1.326], [-0.277, -0.356, -0.118], [1.035, -0.654, 2.195], [-0.838, 2.171, -0.131], [-0.440, 1.081, -0.632], [-0.130, -0.256, 0.077], [-0.061, -0.073, -0.407], [0.252, -0.078, -0.748], [0.012, 0.368, 0.678], [-0.087, -0.091, -0.234], [0.065, 0.100, 0.335], [0.069, -0.253, 0.276], [0.403, -0.349, 0.218], [0.619, 2.803, -1.613], [1.125, -1.151, -0.163], [-1.026, 1.264, 1.675], [-0.353, -1.279, 1.031], [-0.203, 0.143, -1.315], [0.055, 0.332, 0.054], [-0.363, -0.351, -0.542], [0.042, -0.394, 0.002], [0.626, -0.538, -0.381], [-0.340, -0.341, -0.310], [-0.560, -0.148, 1.322]],
  "energy_ha": -2661.5429,
  "homo_lumo_gap_ev": 11.263,
  "total_charge": 1,
  "homo_ev": -13.02,
  "max_force_ev_per_a": 3.29
}